[1]
Computed, not measured: C23H19MnNO5SeSi as an isolated structure in a non-equilibrium geometry, with ωB97M-V/def2-TZVPD.

The geometry in XYZ format:
```
51
Properties=species:S:1:pos:R:3:lowdin_charge:R:1
Mn 0.6381 -1.0470 -0.3603 0.399
O -2.3002 -5.2627 -3.2989 0.168
C -1.5878 -4.4763 -2.7272 -0.226
C -1.1817 -4.5216 -1.2550 -0.262
O -1.4822 -5.3767 -0.4498 0.134
C -0.3878 -3.3155 -1.0607 -0.240
C -0.1769 -2.6428 -2.2856 -0.282
O 0.5286 -1.5865 -2.2378 -0.124
C -0.9627 -3.2414 -3.3589 -0.260
O -1.1639 -2.8146 -4.4777 0.138
O 0.1000 -2.7486 -0.0245 -0.032
C 3.0149 -1.6264 3.1461 -0.073
C 2.1330 -1.2495 4.1499 -0.084
C 0.8871 -0.7426 3.8365 -0.025
C 0.5048 -0.6320 2.4983 -0.170
C 1.4047 -0.9917 1.4689 -0.193
C 2.6583 -1.4726 1.8144 -0.088
C -0.7996 -0.2274 2.0043 -0.165
C -1.9036 0.1454 2.7963 0.022
C -3.1099 0.4143 2.2140 0.022
C -3.2367 0.3358 0.8103 -0.147
C -4.4555 0.5535 0.1433 -0.027
C -4.5392 0.4659 -1.2195 -0.066
C -3.3880 0.2029 -1.9713 -0.047
C -2.1786 0.0161 -1.3564 -0.003
C -2.0771 0.0257 0.0503 -0.165
N -0.8917 -0.2644 0.6606 0.061
H 3.9787 -2.0428 3.4037 0.105
H 2.4226 -1.3637 5.1840 0.102
H 0.2137 -0.4594 4.6322 0.104
H 3.3578 -1.7494 1.0304 0.106
H -1.7772 0.1945 3.8638 0.109
H -3.9778 0.6834 2.7982 0.123
H -5.3221 0.7931 0.7377 0.115
H -5.4833 0.6133 -1.7214 0.108
H -3.4523 0.1446 -3.0463 0.115
H -1.2940 -0.1190 -1.9704 0.093
C 1.7700 3.5352 -2.7069 -0.222
Si 2.4445 2.9886 -0.9991 0.368
C 4.3478 2.8290 -0.8673 -0.215
C 1.6259 3.8903 0.4800 -0.214
Se 1.6742 0.7356 -0.9871 0.710
H 2.0737 4.5336 -3.0001 0.026
H 0.6841 3.4942 -2.6932 0.026
H 2.1084 2.8289 -3.4607 0.025
H 4.8486 3.7809 -1.0085 0.025
H 4.7099 2.1316 -1.6181 0.025
H 4.6269 2.4367 0.1069 0.027
H 1.8965 4.9407 0.4956 0.023
H 1.9331 3.4436 1.4210 0.025
H 0.5441 3.8172 0.4159 0.023
```

Spin multiplicity: 2
Gap between HOMO and LUMO (spin up / spin down): 6.70 / 5.70 eV
<S²>: 0.90
Charge: 0
Max |F|: 2.45 eV Å⁻¹
Energy relative to the best compared isomer or geometry (same formula, charge and spin): 0.000 eV

[2]
Computed, not measured: one molecule with the formula C23H19N3O7 in a non-equilibrium geometry, with ωB97M-V/def2-TZVPD.

The geometry in XYZ format:
```
52
Properties=species:S:1:pos:R:3:lowdin_charge:R:1
O 1.1174 0.1652 1.8565 0.108
C 1.0854 0.0862 0.6490 -0.482
N 0.3852 0.9082 -0.1580 0.130
C -0.2194 2.1190 0.3499 -0.193
C -1.5195 1.8649 1.1336 -0.073
C -2.7221 1.4646 0.3220 -0.219
C -3.9844 1.6977 0.8622 -0.044
C -5.1295 1.3056 0.1956 -0.082
C -5.0353 0.6797 -1.0365 -0.091
C -3.7883 0.4503 -1.5874 -0.083
C -2.6402 0.8331 -0.9118 -0.046
C -0.4502 3.0575 -0.8163 -0.489
O -0.1534 2.8062 -1.9554 0.119
O -1.0134 4.2022 -0.4438 0.143
C 1.7536 -1.0550 -0.0887 -0.134
C 1.0943 -2.0925 -0.6270 0.016
C -0.3460 -2.2932 -0.6228 -0.196
C -0.9374 -2.9838 -1.6866 -0.020
C -2.3052 -3.1809 -1.7470 -0.057
C -3.1230 -2.7017 -0.7409 -0.006
C -2.5380 -2.0386 0.3309 -0.153
N -3.3793 -1.5411 1.3902 -0.339
O -2.8470 -0.9576 2.3095 0.085
O -4.5730 -1.7341 1.2989 0.086
C -1.1684 -1.8390 0.4064 0.058
N 3.1346 -0.9726 -0.1302 0.160
C 3.8278 0.1940 0.0775 -0.383
O 3.2876 1.2720 0.2157 0.111
C 5.2811 0.0150 0.0890 -0.181
C 6.2748 0.9410 0.2865 0.020
C 7.4924 0.2343 0.2063 -0.043
C 7.1567 -1.0648 -0.0348 -0.100
O 5.8280 -1.2118 -0.1082 0.046
H 0.5589 0.9077 -1.1550 0.148
H 0.4892 2.5995 1.0403 0.174
H -1.7579 2.7750 1.6864 0.127
H -1.3152 1.0823 1.8703 0.117
H -4.0636 2.1786 1.8259 0.119
H -6.0973 1.4839 0.6391 0.105
H -5.9278 0.3706 -1.5592 0.102
H -3.6996 -0.0384 -2.5471 0.106
H -1.6817 0.6255 -1.3587 0.103
H -1.1549 4.7799 -1.2109 0.143
H 1.6674 -2.8472 -1.1534 0.121
H -0.3099 -3.3578 -2.4825 0.114
H -2.7356 -3.7091 -2.5840 0.108
H -4.1933 -2.8314 -0.7643 0.121
H -0.7584 -1.3545 1.2770 0.120
H 3.6602 -1.8094 -0.3473 0.153
H 6.1305 1.9856 0.4673 0.122
H 8.4793 0.6342 0.3129 0.105
H 7.7546 -1.9450 -0.1686 0.125
```

Gap between HOMO and LUMO: 8.20 eV
Structure (SMILES): O=C(N[C@H](Cc1ccccc1)C(=O)O)/C(=C\c1cccc([N+](=O)[O-])c1)NC(=O)c1ccco1
Charge: 0
Max |F|: 1.41 eV Å⁻¹
Energy relative to the best compared isomer or geometry (same formula, charge and spin): 0.048 eV

[3]
Computed, not measured: C23H20AlN3O2PS4 as an isolated structure in a non-equilibrium geometry, with ωB97M-V/def2-TZVPD.

The geometry in XYZ format:
```
54
Properties=species:S:1:pos:R:3:lowdin_charge:R:1
Al 0.1602 -1.6688 0.8180 -0.347
C -2.4328 2.8096 5.1529 -0.117
C -1.6465 3.3500 3.9672 -0.269
O -0.6999 2.3004 3.4742 -0.383
P -1.2500 1.2642 2.3970 -0.101
S 0.1652 -0.2615 2.7231 0.399
S -3.0683 0.6506 2.5243 0.303
O -0.9891 1.9285 0.9563 -0.357
C 0.1692 2.8623 0.7545 -0.210
C 0.2340 3.0696 -0.7673 -0.056
H -3.0891 3.5733 5.6173 0.075
H -1.7534 2.5124 5.9453 0.069
H -3.0134 1.9398 4.8283 0.009
H -1.0158 4.2155 4.2362 0.109
H -2.2718 3.6667 3.1070 0.106
H 1.0684 2.3703 1.1623 0.103
H -0.0469 3.7426 1.3476 0.092
H 1.0631 2.4949 -1.1799 0.064
H 0.4211 4.1191 -1.0411 0.066
H -0.6832 2.7475 -1.2514 0.078
C -3.8973 -1.8661 -0.5167 -0.106
C -3.7264 -1.4275 -1.8275 -0.113
C -2.4564 -1.1272 -2.3098 -0.050
C -1.3717 -1.1029 -1.4420 -0.186
C -1.5593 -1.5527 -0.1397 -0.225
C -2.7913 -1.8844 0.3225 -0.212
C -0.0331 -0.6604 -1.8310 -0.226
C 0.3808 -0.3417 -3.1467 -0.041
C 1.7087 -0.0366 -3.4131 -0.080
C 2.6060 0.0339 -2.3113 -0.173
C 3.9757 0.4312 -2.4978 -0.071
C 4.7950 0.6965 -1.4214 -0.134
C 4.2907 0.4992 -0.1149 -0.123
C 2.9857 0.1195 0.0962 -0.092
C 2.1339 -0.2045 -0.9707 -0.205
N 0.8314 -0.7022 -0.7869 0.053
H -4.8685 -2.2174 -0.1285 0.093
H -4.5568 -1.4160 -2.5155 0.077
H -2.3045 -0.9284 -3.3735 0.092
H -2.9161 -2.1431 1.3677 0.068
H -0.3429 -0.4018 -3.9508 0.086
H 2.0677 0.1412 -4.4492 0.098
H 4.3261 0.5426 -3.5110 0.086
H 5.8286 1.0005 -1.5771 0.078
H 4.9002 0.7134 0.7298 0.073
H 2.5530 0.0449 1.0971 0.058
S -0.6462 -3.9008 1.3499 0.654
C 0.8254 -4.0145 0.4470 -1.075
S 2.0923 -3.0134 1.0789 0.650
C 0.8530 -4.5312 -0.8948 -0.381
C 1.8505 -4.1140 -1.8022 -0.275
N 2.6046 -3.7334 -2.6311 0.128
C -0.2515 -5.0917 -1.5596 -0.266
N -1.2086 -5.4982 -2.1383 0.109
```

Spin multiplicity: 2
Gap between HOMO and LUMO (spin up / spin down): 4.02 / 6.38 eV
<S²>: 0.78
Charge: -2
Max |F|: 4.46 eV Å⁻¹
Energy relative to the best compared isomer or geometry (same formula, charge and spin): 0.995 eV

[4]
Computed, not measured: C23H20BClF5N4O4S2V as an isolated structure in a non-equilibrium geometry, with ωB97M-V/def2-TZVPD.

The geometry in XYZ format:
```
61
Properties=species:S:1:pos:R:3:lowdin_charge:R:1
V 0.4417 0.6042 0.2886 0.687
C 0.2341 0.8077 -3.9829 0.006
N 0.5815 -0.5059 -3.4615 -0.085
C 1.4177 -1.4089 -4.0457 0.026
C 1.4279 -2.5103 -3.2465 -0.002
N 0.6117 -2.2848 -2.1723 0.031
B 0.3708 -3.4835 -1.1710 -0.373
N -0.6164 -3.1698 -0.0013 -0.004
C -1.7502 -3.8822 0.2524 0.010
C -2.2410 -3.4963 1.4673 0.026
N -1.3948 -2.5427 1.9521 -0.085
C -1.5142 -1.8335 3.2189 0.023
C -0.4176 -2.3606 1.0414 -0.645
S 0.9562 -1.3287 1.2459 0.941
C 0.1141 -1.0542 -2.3146 -0.605
S -0.9854 -0.1852 -1.2885 0.938
H 0.8024 0.9786 -4.8916 0.096
H 0.4808 1.5824 -3.2606 0.077
H -0.8308 0.8552 -4.2086 0.109
H 1.9194 -1.2112 -4.9779 0.148
H 1.9466 -3.4458 -3.3670 0.148
H -0.1033 -4.3757 -1.8044 0.094
H 1.4336 -3.7660 -0.6937 0.092
H -2.1168 -4.6258 -0.4335 0.145
H -3.1047 -3.8380 2.0110 0.148
H -2.4733 -2.0650 3.6717 0.113
H -1.4482 -0.7601 3.0566 0.076
H -0.7216 -2.1376 3.9008 0.114
F -2.1717 6.4250 2.2777 0.210
C -1.8585 5.1909 2.0003 -0.101
C -1.1210 4.9134 0.8464 -0.120
F -0.7486 5.8834 0.0412 0.182
C -0.7902 3.6080 0.5830 -0.107
F -0.0562 3.2510 -0.4850 0.114
C -1.1780 2.5592 1.4233 -0.155
O -0.7384 1.3304 1.1307 -0.167
C -1.9277 2.8559 2.5626 -0.109
F -2.2983 1.8596 3.3482 0.163
C -2.2602 4.1658 2.8551 -0.116
F -2.9554 4.4419 3.9339 0.189
C 5.9638 0.0271 -3.0649 -0.014
C 4.8880 0.9366 -3.5759 -0.186
C 4.6042 1.0468 -4.9261 -0.050
C 3.6120 1.9043 -5.3897 -0.687
Cl 3.2775 2.0182 -7.0726 0.718
C 2.8899 2.6730 -4.4919 -0.127
C 3.1546 2.5748 -3.1347 -0.028
C 4.1479 1.7204 -2.6736 -0.217
O 4.4853 1.5676 -1.3545 -0.005
C 3.7953 2.2801 -0.3828 -0.062
C 2.5090 1.5950 0.0032 -0.489
O 1.9610 1.8043 1.1113 0.045
O 1.9127 0.7914 -0.8145 -0.084
H 6.3159 -0.6386 -3.8492 0.088
H 5.6085 -0.5664 -2.2223 0.085
H 6.8143 0.6089 -2.7031 0.101
H 5.1721 0.4599 -5.6369 0.123
H 2.1350 3.3582 -4.8547 0.117
H 2.5790 3.1901 -2.4523 0.109
H 3.5421 3.3016 -0.6959 0.157
H 4.4250 2.3440 0.5039 0.169
```

Gap between HOMO and LUMO (spin up / spin down): 3.98 / 3.97 eV
Charge: +2
Max |F|: 3.66 eV Å⁻¹
Energy relative to the best compared isomer or geometry (same formula, charge and spin): 0.339 eV